<a>
Below is a cluster of 2 separate species, C3H7NO in total, with properties calculated with ωB97M-V with the def2-TZVPD basis set.

Cartesian coordinates (Å):
C1 1.54 -0.88 0.34
C2 0.41 -0.55 0.99
N1 0.45 0.48 1.96
H1 2.45 -0.35 0.54
H2 1.58 -1.84 -0.17
H3 -0.58 -0.85 0.70
H4 1.41 0.70 2.14
H5 -0.18 0.39 2.72
C3 -1.37 0.84 -1.41
O1 -1.05 -0.08 -2.12
H6 -0.66 1.68 -1.32
H7 -2.34 0.87 -0.88

Properties
HOMO (eV): -8.287
HOMO-LUMO gap (eV): 9.2523
E_LUMO (eV): 0.966
SMILES: C=CN.C=O

natural (NBO) population analysis, charges in e, atoms 1 to 8: atom 1 (C): -0.5154, atom 2 (C): 0.0054, atom 3 (N): -0.8355, atom 4 (H): 0.1847, atom 5 (H): 0.2148, atom 6 (H): 0.1942, atom 7 (H): 0.3720, atom 8 (H): 0.3805

=====

<b>
Below is a cluster of 2 separate species, C3H7NO in total, with properties calculated with ωB97M-V with the def2-TZVPD basis set.

Cartesian coordinates (Å):
O1 1.92 0.00 0.00
C1 1.22 -0.15 -0.96
C2 -0.25 0.12 -0.99
C3 -1.10 -0.29 0.17
N1 -0.74 1.10 -0.01
H1 1.64 -0.55 -1.91
H2 -0.72 0.09 -1.98
H3 -0.61 -0.78 1.01
H4 -2.11 -0.62 -0.05
H5 -1.52 1.62 -0.41
H6 1.25 -0.13 2.24
H7 1.03 -0.40 2.90

Properties
HOMO (eV): -9.872
HOMO-LUMO gap (eV): 10.7702
E_LUMO (eV): 0.898
SMILES: O=C[C@H]1CN1.[H][H]

natural (NBO) population analysis, charges in e, atoms 1 to 8: atom 1 (O): -0.5071, atom 2 (C): 0.4295, atom 3 (C): -0.2228, atom 4 (C): -0.2273, atom 5 (N): -0.5471, atom 6 (H): 0.1081, atom 7 (H): 0.2020, atom 8 (H): 0.2178

=====

The data favor <a>; the next most stable structure lies 54.7 kJ/mol above it.

=====

<a>
Below is a cluster of 2 separate species, C3H7NO in total, with properties calculated with ωB97M-V with the def2-TZVPD basis set.

Cartesian coordinates (Å):
C1 -2.05 0.41 0.15
N1 -1.61 -0.31 1.08
C2 -1.10 0.45 2.25
H1 -2.14 0.07 -0.88
H2 -2.24 1.48 0.30
H3 -1.95 0.79 2.84
H4 -0.60 1.36 1.92
H5 -0.34 -0.12 2.77
C3 3.01 -1.03 -2.62
O1 3.77 -1.87 -2.24
H6 3.31 -0.17 -3.25
H7 1.94 -1.05 -2.32

Properties
HOMO (eV): -9.761
HOMO-LUMO gap (eV): 10.5166
E_LUMO (eV): 0.756
SMILES: C=NC.C=O

natural (NBO) population analysis, charges in e, atoms 1 to 8: atom 1 (C): -0.0561, atom 2 (N): -0.3834, atom 3 (C): -0.4535, atom 4 (H): 0.1715, atom 5 (H): 0.1255, atom 6 (H): 0.2028, atom 7 (H): 0.1818, atom 8 (H): 0.2113

=====

<b>
Below is the molecule C3H7NO, with properties calculated with ωB97M-V with the def2-TZVPD basis set.

Cartesian coordinates (Å):
N1 1.75 -0.45 0.17
C1 0.47 -0.01 -0.38
C2 -0.27 1.20 0.01
C3 -0.83 -0.17 0.46
O1 -2.03 -0.50 -0.14
H1 2.52 -0.14 -0.44
H2 1.82 -1.51 0.25
H3 0.30 -0.27 -1.43
H4 -0.89 1.66 -0.68
H5 0.05 1.91 0.79
H6 -0.73 -0.27 1.60
H7 -2.16 -1.44 -0.22

Properties
HOMO (eV): -9.224
HOMO-LUMO gap (eV): 10.1725
E_LUMO (eV): 0.948
SMILES: N[C@@H]1C[C@H]1O

natural (NBO) population analysis, charges in e, atoms 1 to 8: atom 1 (N): -0.8393, atom 2 (C): -0.0854, atom 3 (C): -0.4393, atom 4 (C): 0.0645, atom 5 (O): -0.7059, atom 6 (H): 0.3615, atom 7 (H): 0.3654, atom 8 (H): 0.1827

=====

<c>
Below is the molecule C3H7NO, with properties calculated with ωB97M-V with the def2-TZVPD basis set.

Cartesian coordinates (Å):
C1 -1.92 -0.12 -0.29
N1 -0.57 0.08 0.33
C2 0.55 -0.06 -0.42
C3 1.81 0.35 0.31
O1 0.53 -0.40 -1.60
H1 -1.45 -1.10 -0.01
H2 -1.95 -0.17 -1.37
H3 -2.79 -0.29 0.31
H4 -0.54 0.28 1.30
H5 1.87 1.45 0.29
H6 2.68 -0.05 -0.20
H7 1.80 0.03 1.35

Properties
HOMO (eV): -8.751
HOMO-LUMO gap (eV): 9.5721
E_LUMO (eV): 0.821
SMILES: CNC(C)=O

natural (NBO) population analysis, charges in e, atoms 1 to 8: atom 1 (C): -0.5494, atom 2 (N): -0.6227, atom 3 (C): 0.6472, atom 4 (C): -0.7021, atom 5 (O): -0.6303, atom 6 (H): 0.2838, atom 7 (H): 0.2523, atom 8 (H): 0.2338

=====

<d>
Below is the molecule C3H7NO, with properties calculated with ωB97M-V with the def2-TZVPD basis set.

Cartesian coordinates (Å):
C1 -1.19 -0.92 0.11
N1 -0.67 0.20 -0.61
C2 0.51 0.93 -0.08
C3 1.68 -0.06 0.04
O1 1.74 -1.15 -0.44
H1 -1.12 -0.82 1.26
H2 -0.81 -2.01 -0.16
H3 -2.36 -0.76 -0.24
H4 -1.43 0.94 -0.71
H5 0.39 1.48 0.96
H6 0.75 1.81 -0.80
H7 2.52 0.36 0.67

Properties
HOMO (eV): -9.095
HOMO-LUMO gap (eV): 9.9874
E_LUMO (eV): 0.892
SMILES: CNCC=O

natural (NBO) population analysis, charges in e, atoms 1 to 8: atom 1 (C): -0.4182, atom 2 (N): -0.6319, atom 3 (C): -0.3368, atom 4 (C): 0.4368, atom 5 (O): -0.4987, atom 6 (H): 0.1638, atom 7 (H): 0.2187, atom 8 (H): 0.1994

=====

The data favor <b>; the next most stable structure lies 30.3 kJ/mol above it.

=====

<a>
Below is a cluster of 2 separate species, C4H8FI in total, with properties calculated with ωB97M-V with the def2-TZVPD basis set.

Cartesian coordinates (Å):
C1 -0.91 1.34 0.13
C2 -0.37 -0.86 -1.21
C3 1.50 -0.51 1.17
C4 -0.85 -0.14 0.04
F1 -1.64 -0.94 0.85
I1 2.82 0.66 0.01
H1 -1.25 1.78 1.04
H2 0.05 1.66 -0.18
H3 -1.52 1.68 -0.66
H4 -1.23 -0.83 -1.90
H5 -0.32 -1.80 -0.84
H6 0.51 -0.32 -1.70
H7 1.55 -0.16 2.20
H8 1.68 -1.56 1.05

Properties
HOMO (alpha / beta) (eV): -7.597 / -8.060
HOMO-LUMO gap (alpha / beta) (eV): 7.4939 / 8.6586
E_LUMO (alpha / beta) (eV): -0.103 / 0.599

natural (NBO) population analysis, charges in e, atoms 1 to 8: atom 1 (C): -0.7247, atom 2 (C): -0.7114, atom 3 (C): -0.6564, atom 4 (C): 0.6002, atom 5 (F): -0.3547, atom 6 (I): 0.0715, atom 7 (H): 0.2413, atom 8 (H): 0.2497

=====

<b>
Below is a cluster of 2 separate species, C4H8FI in total, with properties calculated with ωB97M-V with the def2-TZVPD basis set.

Cartesian coordinates (Å):
C1 -0.35 0.95 1.22
C2 -1.23 0.23 -1.10
C3 1.72 -1.10 -0.54
C4 -0.84 -0.08 0.26
F1 -1.14 -1.28 0.81
I1 3.22 0.11 0.17
H1 0.78 0.75 1.46
H2 -0.54 1.94 0.96
H3 -0.91 0.70 2.10
H4 -0.41 0.65 -1.65
H5 -1.90 1.15 -0.87
H6 -1.78 -0.76 -1.41
H7 1.55 -2.03 0.12
H8 1.83 -1.24 -1.53

Properties
HOMO (alpha / beta) (eV): -6.965 / -8.157
HOMO-LUMO gap (alpha / beta) (eV): 6.6012 / 8.7918
E_LUMO (alpha / beta) (eV): -0.364 / 0.635

natural (NBO) population analysis, charges in e, atoms 1 to 8: atom 1 (C): -0.7232, atom 2 (C): -0.7150, atom 3 (C): -0.6063, atom 4 (C): 0.5016, atom 5 (F): -0.3452, atom 6 (I): 0.1385, atom 7 (H): 0.2367, atom 8 (H): 0.2227

=====

The data favor <a>; the next most stable structure lies 81.0 kJ/mol above it.

=====

<a>
Below is a structure of composition C38H69N4O4PSbSi3Ti, with properties calculated with ωB97M-V with the def2-TZVPD basis set.

Cartesian coordinates (Å):
Ti1 -0.84 -0.72 1.78
C1 -2.91 0.08 4.56
C2 -1.44 0.26 4.79
C3 -0.99 0.92 5.90
C4 0.40 0.91 6.20
C5 1.22 0.14 5.44
C6 0.71 -0.56 4.33
N1 -0.61 -0.36 3.91
C7 1.42 -1.57 3.62
C8 2.66 -2.17 3.94
C9 3.06 -3.26 3.17
C10 2.27 -3.79 2.17
C11 1.03 -3.16 1.91
N2 0.72 -2.03 2.57
C12 -0.05 -3.60 1.08
C13 -0.08 -4.89 0.52
C14 -1.23 -5.39 -0.01
C15 -2.38 -4.56 0.00
C16 -2.31 -3.28 0.47
C17 -3.52 -2.40 0.39
N3 -1.17 -2.75 1.01
H1 -3.49 0.92 4.95
H2 -3.12 -0.06 3.51
H3 -3.23 -0.83 5.09
H4 -1.70 1.40 6.56
H5 0.79 1.47 7.04
H6 2.28 0.05 5.67
H7 3.26 -1.81 4.76
H8 4.02 -3.73 3.39
H9 2.58 -4.67 1.62
H10 0.82 -5.50 0.56
H11 -1.27 -6.39 -0.42
H12 -3.32 -4.92 -0.41
H13 -4.31 -2.90 -0.17
H14 -3.26 -1.46 -0.09
H15 -3.89 -2.15 1.38
C18 4.97 2.06 1.10
C19 3.70 1.29 1.45
C20 3.94 -0.20 1.29
C21 3.25 1.63 2.87
O1 2.73 1.72 0.46
P1 1.13 1.73 0.56
O2 0.61 1.98 -0.81
O3 0.71 0.48 1.31
O4 0.77 2.91 1.57
C22 0.84 4.33 1.27
C23 2.20 4.71 0.68
C24 0.65 4.99 2.63
C25 -0.27 4.74 0.31
H16 5.79 1.74 1.74
H17 4.82 3.14 1.22
H18 5.24 1.87 0.06
H19 4.64 -0.55 2.05
H20 4.34 -0.41 0.31
H21 3.00 -0.75 1.41
H22 4.03 1.32 3.57
H23 2.32 1.12 3.13
H24 3.09 2.71 2.98
H25 3.01 4.43 1.36
H26 2.23 5.79 0.53
H27 2.36 4.21 -0.28
H28 1.44 4.69 3.32
H29 -0.31 4.69 3.06
H30 0.66 6.08 2.53
H31 -0.15 4.24 -0.65
H32 -0.24 5.82 0.17
H33 -1.25 4.48 0.72
C26 -2.84 2.48 2.07
C27 -3.11 1.32 1.11
C28 -4.56 0.83 1.27
C29 -2.91 1.80 -0.34
N4 -2.15 0.27 1.35
H34 -3.48 3.34 1.82
H35 -1.80 2.77 2.02
H36 -3.06 2.19 3.10
H37 -5.25 1.66 1.08
H38 -4.74 0.46 2.27
H39 -4.78 0.04 0.56
H40 -3.56 2.65 -0.57
H41 -3.12 0.99 -1.04
H42 -1.87 2.10 -0.49
C30 1.24 -3.93 -2.75
Si1 1.57 -2.11 -3.06
C31 2.91 -1.55 -1.88
C32 2.15 -1.94 -4.84
Sb1 -0.51 -0.76 -2.40
Si2 0.01 1.29 -3.86
C33 1.81 1.81 -3.69
C34 -1.11 2.71 -3.36
C35 -0.28 1.02 -5.71
Si3 -2.12 -1.87 -4.07
C36 -1.41 -2.44 -5.72
C37 -2.88 -3.39 -3.27
C38 -3.52 -0.65 -4.38
H43 2.10 -4.52 -3.06
H44 0.36 -4.29 -3.30
H45 1.05 -4.10 -1.69
H46 3.83 -2.12 -2.02
H47 2.56 -1.72 -0.86
H48 3.13 -0.49 -1.98
H49 3.15 -2.36 -4.95
H50 2.19 -0.89 -5.15
H51 1.48 -2.46 -5.52
H52 2.06 1.92 -2.63
H53 1.96 2.77 -4.18
H54 2.48 1.08 -4.14
H55 -0.90 2.98 -2.32
H56 -2.17 2.43 -3.44
H57 -0.93 3.57 -4.00
H58 0.43 0.31 -6.14
H59 -0.17 1.97 -6.23
H60 -1.29 0.65 -5.92
H61 -0.84 -3.37 -5.58
H62 -0.75 -1.71 -6.17
H63 -2.22 -2.66 -6.42
H64 -2.11 -4.07 -2.90
H65 -3.51 -3.94 -3.98
H66 -3.49 -3.11 -2.41
H67 -3.16 0.31 -4.76
H68 -4.05 -0.45 -3.45
H69 -4.24 -1.06 -5.10

Properties
Net charge: -1
HOMO (alpha / beta) (eV): -2.240 / -5.159
Multiplicity: 3
HOMO-LUMO gap (alpha / beta) (eV): 4.8187 / 7.6809
E_LUMO (alpha / beta) (eV): 2.579 / 2.522

Löwdin population analysis, charges in e, atoms 1 to 8: atom 1 (Ti): 0.9751, atom 2 (C): -0.0523, atom 3 (C): -0.3353, atom 4 (C): -0.0704, atom 5 (C): -0.0946, atom 6 (C): -0.0569, atom 7 (C): -0.2314, atom 8 (N): 0.0316

=====

<b>
Below is a structure of composition C38H69N4O4PSbSi3Ti, with properties calculated with ωB97M-V with the def2-TZVPD basis set.

Cartesian coordinates (Å):
Ti1 0.07 0.46 0.29
C1 -2.42 1.47 -1.81
C2 -2.85 1.41 -0.37
C3 -4.13 1.79 -0.03
C4 -4.51 1.77 1.33
C5 -3.62 1.35 2.26
C6 -2.33 0.93 1.87
N1 -1.94 0.99 0.54
C7 -1.38 0.38 2.76
C8 -1.64 -0.02 4.09
C9 -0.66 -0.70 4.79
C10 0.58 -0.95 4.22
C11 0.83 -0.47 2.91
N2 -0.16 0.14 2.19
C12 2.08 -0.56 2.24
C13 3.20 -1.18 2.83
C14 4.42 -1.13 2.22
C15 4.52 -0.40 1.02
C16 3.40 0.18 0.46
C17 3.62 0.97 -0.80
N3 2.16 0.08 1.00
H1 -2.02 2.47 -2.01
H2 -3.27 1.31 -2.47
H3 -1.64 0.74 -2.00
H4 -4.82 2.10 -0.79
H5 -5.51 2.09 1.61
H6 -3.88 1.33 3.31
H7 -2.61 0.16 4.53
H8 -0.87 -1.05 5.79
H9 1.34 -1.48 4.76
H10 3.08 -1.71 3.77
H11 5.28 -1.60 2.67
H12 5.48 -0.29 0.52
H13 4.50 1.61 -0.67
H14 2.77 1.60 -1.01
H15 3.81 0.32 -1.65
C18 2.11 4.03 -2.95
C19 0.60 4.24 -2.96
C20 0.25 5.64 -3.47
C21 -0.04 3.19 -3.86
O1 0.02 4.19 -1.63
P1 0.39 3.19 -0.43
O2 -0.58 3.38 0.66
O3 0.55 1.78 -1.01
O4 1.89 3.57 0.00
C22 2.26 4.58 0.97
C23 3.77 4.75 0.78
C24 1.54 5.90 0.70
C25 1.98 4.07 2.38
H16 2.50 4.18 -3.96
H17 2.35 3.02 -2.63
H18 2.60 4.73 -2.27
H19 0.61 5.76 -4.49
H20 0.70 6.40 -2.84
H21 -0.83 5.77 -3.46
H22 0.41 3.23 -4.85
H23 -1.11 3.36 -3.95
H24 0.12 2.19 -3.45
H25 3.99 5.02 -0.26
H26 4.28 3.82 1.01
H27 4.13 5.54 1.44
H28 1.75 6.25 -0.31
H29 1.86 6.65 1.42
H30 0.46 5.75 0.80
H31 2.49 3.11 2.54
H32 0.91 3.91 2.50
H33 2.32 4.78 3.12
C26 -2.56 -1.93 -0.09
C27 -1.06 -2.26 -0.14
C28 -0.89 -3.39 -1.18
C29 -0.66 -2.84 1.23
N4 -0.26 -1.08 -0.50
H34 -3.15 -2.85 -0.09
H35 -2.85 -1.33 -0.96
H36 -2.81 -1.37 0.81
H37 -1.58 -4.20 -0.96
H38 0.13 -3.79 -1.14
H39 -1.08 -3.02 -2.18
H40 -1.00 -3.87 1.32
H41 -1.11 -2.26 2.04
H42 0.42 -2.81 1.35
C30 3.45 -2.12 -5.82
Si1 2.67 -0.58 -4.96
C31 4.23 0.45 -4.47
C32 2.13 0.39 -6.54
Sb1 1.13 -0.70 -2.59
Si2 2.58 -2.82 -2.06
C33 2.61 -3.45 -0.26
C34 4.44 -2.45 -2.31
C35 2.22 -4.32 -3.18
Si3 -0.79 -1.40 -4.26
C36 -2.61 -1.74 -3.77
C37 -0.33 -2.87 -5.38
C38 -1.04 0.11 -5.40
H43 4.08 -1.83 -6.66
H44 2.68 -2.79 -6.21
H45 4.06 -2.71 -5.13
H46 4.92 0.56 -5.31
H47 4.78 -0.01 -3.65
H48 3.93 1.45 -4.14
H49 2.99 0.52 -7.21
H50 1.75 1.39 -6.29
H51 1.35 -0.14 -7.09
H52 2.59 -2.60 0.43
H53 3.54 -4.00 -0.08
H54 1.78 -4.10 0.00
H55 4.79 -1.71 -1.60
H56 4.67 -2.10 -3.32
H57 5.01 -3.37 -2.14
H58 1.20 -4.68 -3.08
H59 2.89 -5.15 -2.94
H60 2.38 -4.05 -4.23
H61 -2.78 -2.77 -3.44
H62 -3.24 -1.56 -4.65
H63 -2.95 -1.08 -2.98
H64 -0.08 -3.76 -4.79
H65 0.54 -2.62 -5.99
H66 -1.16 -3.12 -6.04
H67 -1.77 0.80 -4.98
H68 -1.41 -0.21 -6.38
H69 -0.11 0.66 -5.56

Properties
Net charge: -1
HOMO (alpha / beta) (eV): -2.264 / -4.395
Multiplicity: 3
HOMO-LUMO gap (alpha / beta) (eV): 4.7857 / 6.7192
E_LUMO (alpha / beta) (eV): 2.522 / 2.324

Löwdin population analysis, charges in e, atoms 1 to 8: atom 1 (Ti): 0.8731, atom 2 (C): -0.0354, atom 3 (C): -0.3248, atom 4 (C): -0.0530, atom 5 (C): -0.0829, atom 6 (C): -0.0322, atom 7 (C): -0.2282, atom 8 (N): 0.0098

=====

The data favor <a>; the next most stable structure lies 151.6 kJ/mol above it.

=====

<a>
Below is a structure of composition C3H7IN3, with properties calculated with ωB97M-V with the def2-TZVPD basis set.

Cartesian coordinates (Å):
C1 -2.43 0.65 -0.18
C2 0.12 1.25 0.11
C3 0.56 -1.29 -0.14
N1 -1.01 0.56 -0.42
N2 -3.20 -0.32 -0.03
N3 -0.12 -0.14 0.45
I1 -5.18 -0.19 0.09
H1 -2.94 1.65 -0.38
H2 0.92 1.29 -0.66
H3 -0.07 1.82 0.98
H4 1.63 -1.65 0.24
H5 -0.18 -2.25 -0.17
H6 0.65 -1.17 -1.20
H7 -0.50 -0.43 1.43

Properties
Net charge: +1
HOMO (eV): -12.808
HOMO-LUMO gap (eV): 9.0949
E_LUMO (eV): -3.714

natural (NBO) population analysis, charges in e, atoms 1 to 8: atom 1 (C): 0.1893, atom 2 (C): -0.0135, atom 3 (C): -0.4815, atom 4 (N): -0.2404, atom 5 (N): -0.6117, atom 6 (N): -0.2362, atom 7 (I): 0.4410, atom 8 (H): 0.1973

=====

<b>
Below is a cluster of 2 separate species, C3H7IN3 in total, with properties calculated with ωB97M-V with the def2-TZVPD basis set.

Cartesian coordinates (Å):
C1 0.35 -0.72 0.58
C2 -0.73 1.36 -0.39
C3 -0.95 0.02 0.25
N1 1.30 -0.80 -0.23
N2 1.76 0.72 -1.66
N3 0.41 -1.43 1.71
I1 1.94 0.03 -3.39
H1 0.18 1.32 -1.06
H2 -0.53 2.13 0.35
H3 -1.57 1.64 -1.02
H4 -1.48 0.12 1.20
H5 -1.52 -0.66 -0.40
H6 -0.43 -1.77 2.16
H7 1.27 -1.95 1.89

Properties
Net charge: +1
HOMO (alpha / beta) (eV): -14.085 / -14.168
HOMO-LUMO gap (alpha / beta) (eV): 7.3481 / 6.5698
E_LUMO (alpha / beta) (eV): -6.736 / -7.598

natural (NBO) population analysis, charges in e, atoms 1 to 8: atom 1 (C): 0.3594, atom 2 (C): -0.5970, atom 3 (C): -0.4438, atom 4 (N): -0.1210, atom 5 (N): -0.4124, atom 6 (N): -0.7403, atom 7 (I): 0.9130, atom 8 (H): 0.2251

=====

The data favor <a>; the next most stable structure lies 206.2 kJ/mol above it.